1.
{"formula": "C22H25IrN5OSSi", "method": "ωB97M-V with the def2-TZVPD basis set", "homo_energy_ev": [-9.107, -11.153], "total_charge": 1, "largest_force_ha_per_bohr": 0.0530, "multiplicity": 5, "gap_ev": [6.782, 5.569], "lumo_energy_ha": [-0.085, -0.205], "symbols": ["S", "H", "H", "H", "H", "H", "C", "C", "C", "C", "C", "H", "H", "H", "H", "N", "C", "N", "C", "N", "H", "Si", "C", "O", "H", "C", "C", "C", "H", "H", "C", "N", "C", "Ir", "H", "C", "H", "C", "C", "C", "N", "C", "C", "H", "H", "C", "H", "H", "C", "H", "H", "H", "H", "H", "H", "C"], "coordinates": [[3.032, 0.105, 0.984], [0.524, -2.592, -4.247], [-3.823, -2.251, -0.723], [2.648, 0.071, -3.874], [-0.069, -3.279, -2.799], [3.832, -0.615, -2.726], [-0.783, 2.914, 3.464], [0.197, -2.316, -3.228], [-0.476, 2.491, 1.110], [3.079, -0.474, 2.636], [-3.117, -2.090, 0.114], [-4.513, -2.545, 1.707], [4.150, -0.472, 4.342], [3.294, -1.579, -4.077], [4.958, 0.191, 2.860], [0.827, -0.083, -1.384], [-1.848, 2.169, 1.003], [1.010, -1.204, 2.458], [-2.641, 2.295, 2.119], [-0.915, -1.449, 0.728], [2.926, -3.517, -1.812], [1.569, -1.465, -2.218], [-0.916, 2.069, -3.871], [0.396, 2.475, 0.057], [0.295, 0.309, -3.981], [-2.516, -2.093, 2.441], [2.386, -2.832, -1.148], [-2.147, 2.645, 3.356], [-0.255, -1.688, 4.034], [-1.227, 1.986, -4.886], [-3.503, -2.246, 1.468], [2.092, -1.112, 3.242], [-0.169, -1.545, 2.983], [0.898, -0.601, 0.550], [-0.379, 3.286, 4.396], [-1.392, 3.086, -3.058], [-1.577, -1.578, -1.279], [2.941, -0.828, -3.300], [-0.092, 1.081, -3.320], [0.052, 2.763, 2.394], [4.168, -0.258, 3.346], [-1.850, -1.704, -0.238], [-1.240, -1.671, 2.048], [-0.998, 4.155, -1.182], [-0.705, -1.687, -3.334], [-0.074, 2.264, -1.196], [-3.706, 2.154, 2.002], [-2.730, 2.559, 4.274], [0.301, 1.054, -1.939], [-2.246, 1.896, 0.023], [-2.730, -2.305, 3.499], [-2.084, 3.802, -3.466], [3.140, -2.461, -0.458], [1.681, -3.406, -0.552], [1.148, 2.855, 2.486], [-0.824, 3.270, -1.827]], "mulliken_spin": [0.185, 0.001, 0.007, 0.000, 0.001, 0.002, 0.013, 0.014, 0.060, 0.029, 0.161, 0.003, -0.002, 0.001, 0.002, 0.392, -0.033, 0.264, 0.010, 0.187, 0.010, -0.044, -0.068, 0.015, 0.005, 0.087, 0.068, 0.003, 0.021, 0.000, 0.023, 0.294, 0.301, 1.392, 0.000, 0.168, 0.006, 0.016, 0.136, -0.026, 0.079, -0.031, 0.144, 0.000, 0.000, 0.178, 0.001, 0.000, 0.017, 0.004, 0.002, 0.008, -0.005, -0.006, -0.002, -0.088]}

2.
{"formula": "C22H25N3O3Ti", "method": "ωB97M-V with the def2-TZVPD basis set", "homo_energy_ev": [-12.536, -13.161], "total_charge": 2, "largest_force_ha_per_bohr": 0.1052, "multiplicity": 3, "gap_ev": [6.057, 6.707], "lumo_energy_ha": [-0.238, -0.237], "symbols": ["C", "N", "H", "H", "C", "N", "C", "H", "H", "H", "H", "H", "C", "C", "C", "C", "C", "C", "H", "H", "O", "Ti", "H", "N", "H", "C", "C", "C", "H", "H", "C", "H", "C", "O", "H", "H", "C", "C", "C", "C", "H", "C", "H", "H", "H", "H", "H", "H", "C", "C", "H", "O", "C", "H"], "coordinates": [[-3.440, -2.476, 1.020], [-1.518, -1.089, 0.587], [5.438, -3.251, -6.878], [5.137, -4.834, -6.198], [-0.516, 3.208, 2.364], [0.125, 0.947, 0.763], [0.662, 3.178, 1.613], [1.303, -5.062, -4.665], [1.878, 2.011, 0.245], [-3.596, 0.370, 2.833], [0.852, -2.221, -5.724], [3.958, -2.606, -3.413], [5.079, -3.753, -5.952], [1.302, -4.138, -5.412], [3.677, -4.747, -0.179], [3.681, -3.272, -5.464], [-3.211, -0.345, 2.118], [-1.387, 2.116, 2.291], [-0.283, -2.168, -4.084], [-1.766, -2.886, -0.367], [0.839, -1.651, -1.855], [0.304, -0.857, -0.183], [4.758, -4.764, 0.010], [2.380, -3.256, -1.364], [-4.834, -1.750, 2.448], [1.787, -2.906, -3.713], [-3.918, -1.529, 1.914], [3.429, -2.407, -4.362], [3.267, -4.934, -7.751], [1.346, 4.023, 1.659], [2.286, -2.996, -0.023], [-2.334, 2.045, 2.852], [2.616, -4.071, -7.576], [3.007, -3.774, 0.709], [1.649, -4.315, -8.049], [2.956, -5.127, -2.140], [2.543, -3.802, -6.097], [-2.244, -2.221, 0.354], [-1.071, 1.005, 1.492], [0.952, 2.054, 0.821], [0.504, -4.559, -6.098], [3.363, -4.311, -1.561], [3.104, -1.379, -4.578], [-3.956, -3.422, 0.839], [-0.771, 4.046, 3.021], [2.288, -3.917, -3.576], [3.233, -5.726, 0.028], [4.227, -3.899, -2.056], [-1.987, -0.126, 1.433], [0.711, -2.528, -4.597], [5.896, -3.661, -5.211], [1.572, -2.086, 0.557], [1.663, -2.520, -2.337], [3.075, -3.201, -8.078]], "mulliken_spin": [-0.012, -0.014, 0.000, 0.000, 0.007, -0.010, 0.005, 0.002, -0.009, 0.000, -0.001, -0.002, 0.004, 0.002, 0.000, -0.008, -0.010, 0.001, 0.000, -0.029, 0.038, 1.656, 0.000, 0.014, 0.002, 0.006, 0.025, 0.039, 0.001, 0.001, 0.056, -0.001, -0.001, 0.022, 0.000, 0.000, 0.010, 0.051, 0.062, 0.009, 0.001, 0.001, -0.001, 0.000, 0.001, 0.010, 0.000, 0.000, 0.020, 0.000, 0.000, 0.003, 0.052, 0.000]}

3.
{"formula": "C22H25N3O5", "method": "ωB97M-V with the def2-TZVPD basis set", "smiles": "CCCCNC(=O)COc1ccccc1C(=O)c1cc(C#N)c(=O)n(CCOC)c1", "homo_energy_ev": -8.996, "largest_force_ha_per_bohr": 0.0149, "gap_ev": 8.620, "relative_energy_kcal_mol": 63.4, "lumo_energy_ha": -0.014, "symbols": ["H", "C", "H", "H", "H", "C", "H", "H", "H", "C", "H", "H", "C", "H", "O", "O", "N", "C", "C", "H", "C", "C", "C", "H", "H", "H", "H", "N", "C", "C", "H", "C", "C", "C", "H", "H", "H", "C", "O", "C", "C", "H", "N", "H", "O", "C", "H", "O", "C", "C", "C", "H", "H", "H", "C"], "coordinates": [[-1.171, 1.922, 1.630], [-0.016, 0.090, 1.540], [1.410, 0.630, -4.818], [3.379, 0.019, -1.297], [4.519, -1.190, 3.746], [-4.342, 0.639, 2.157], [-1.248, -2.176, -3.250], [-1.585, -1.147, -0.951], [-1.875, -0.480, 4.892], [1.642, 1.490, -0.309], [1.848, -0.673, -5.923], [5.871, -0.994, 2.597], [-4.699, 0.724, 3.493], [5.205, -0.557, 0.243], [-2.664, -0.013, 0.513], [2.385, 2.016, -1.112], [-1.827, -0.748, -1.845], [-3.826, 0.319, 4.487], [0.460, 2.089, 0.286], [-5.677, 1.102, 3.751], [1.305, -1.340, -3.946], [-1.049, -1.127, -3.002], [-2.576, -0.157, 4.138], [-5.048, 0.944, 1.403], [4.363, 0.899, 0.837], [0.631, 0.120, -2.517], [-4.117, 0.373, 5.524], [-0.127, 4.502, -0.329], [-3.087, 0.162, 1.799], [0.444, -0.930, -2.751], [2.350, -1.361, -3.630], [1.168, -0.385, -5.126], [-3.484, 0.435, -0.544], [4.258, -0.182, 0.660], [2.976, -1.511, -0.446], [0.726, -1.531, -1.882], [0.157, -0.393, -5.522], [3.128, -0.436, -0.337], [-0.364, -1.712, 3.012], [-2.182, -0.213, 2.807], [4.875, -0.633, 2.883], [1.426, -1.462, 1.302], [1.901, 0.176, 0.133], [-4.448, -0.093, -0.550], [-3.182, 0.725, -2.900], [-0.327, 1.419, 1.181], [4.944, 0.431, 3.135], [3.942, -0.853, 1.856], [0.152, 3.422, -0.067], [-0.817, -0.712, 2.493], [1.124, -0.467, 1.007], [1.033, -2.351, -4.257], [-3.677, 1.513, -0.473], [-1.398, -0.498, -3.823], [-2.808, 0.167, -1.894]], "lowdin_charge": [0.142, -0.111, 0.079, 0.129, 0.092, -0.005, 0.131, 0.136, 0.124, -0.390, 0.070, 0.090, -0.065, 0.134, -0.063, 0.084, 0.080, -0.075, -0.117, 0.109, -0.258, -0.168, -0.005, 0.108, 0.136, 0.109, 0.105, 0.177, -0.216, -0.204, 0.098, -0.101, -0.079, -0.197, 0.136, 0.101, 0.068, -0.103, 0.110, -0.087, -0.100, 0.151, 0.019, 0.145, 0.074, 0.065, 0.092, -0.193, -0.181, -0.313, 0.034, 0.107, 0.148, 0.118, -0.472]}